16
Properties=species:S:1:pos:R:3:nbo_charge:R:1 method="wB97M-V/def2-TZVPD" gap_ev=9.46 total_energy_ha=-271.716489 homo_ev=-8.38 e_lumo_ha=0.040 total_charge=0 e_above_lowest_kcal_mol=22.7
C -1.172 1.389 -1.533 -0.254
C -0.547 -0.562 0.332 -0.327
C -0.360 -1.531 1.464 -0.630
C 0.401 0.219 -0.201 0.328
O 0.166 1.176 -1.149 -0.508
C 1.866 0.196 0.131 -0.660
H -1.559 0.540 -2.114 0.175
H -1.180 2.288 -2.151 0.196
H -1.818 1.541 -0.659 0.177
H -1.562 -0.488 -0.047 0.202
H 0.604 -1.411 1.966 0.208
H -0.443 -2.576 1.137 0.210
H -1.138 -1.371 2.220 0.213
H 2.148 1.050 0.756 0.223
H 2.152 -0.724 0.644 0.218
H 2.442 0.264 -0.797 0.229